No. 1
12
Properties=species:S:1:pos:R:3 method="wB97M-V/def2-TZVPD" gap_ev=10.09 e_homo_ha=-0.3411 spin_multiplicity=1 e_tot_ev=-15084.8419 e_lumo_ha=0.0297 de_lowest_kj_mol=157.9 smiles=CO.CS
C 1.25 0.59 1.12
O 1.13 1.21 2.45
H 0.43 1.22 0.52
H 2.10 0.73 0.53
H 0.95 -0.39 0.99
H 1.35 0.64 3.11
C -1.62 -0.61 -1.24
S -0.24 -1.49 -2.02
H -2.37 -0.10 -1.88
H -1.34 0.05 -0.43
H -2.21 -1.41 -0.63
H 0.58 -0.44 -2.52



No. 2
30
Properties=species:S:1:pos:R:3 method="wB97M-V/def2-TZVPD" gap_ev=6.39 e_homo_ha=-0.2310 spin_multiplicity=1 e_tot_ev=-86148.0376 e_lumo_ha=0.0039 de_lowest_kj_mol=278.2
C -3.00 2.99 0.57
C -3.76 1.09 1.22
C 2.14 -2.75 0.39
C 2.71 0.42 0.55
C 1.26 -1.64 0.95
C 1.24 -0.46 -1.27
C 1.37 -0.27 0.27
C 0.90 0.86 -1.80
C -2.31 -0.26 -0.34
N -3.82 2.40 1.46
N -2.46 2.14 -0.27
N -2.86 0.84 0.16
O 0.12 1.71 -1.30
Br -3.31 -1.81 -0.05
H -2.78 4.09 0.48
H -4.13 0.19 1.66
H 1.93 -2.72 -0.67
H 3.18 -2.80 0.84
H 1.68 -3.75 0.60
H 2.70 0.98 1.48
H 3.54 -0.26 0.28
H 2.88 1.05 -0.40
H 0.22 -2.05 0.98
H 1.58 -1.34 1.97
H 2.11 -0.82 -1.85
H 0.34 -1.09 -1.39
H 0.62 0.33 0.60
H 1.36 1.08 -2.81
H -1.83 -0.19 -1.36
H -1.60 2.07 -0.97



No. 3
108
Properties=species:S:1:pos:R:3 method="wB97M-V/def2-TZVPD" charge=+1 gap_ev=10.35 e_homo_ha=-0.4420 spin_multiplicity=1 e_tot_ev=-127170.2612 e_lumo_ha=-0.0618 de_lowest_kj_mol=275.6
N 0.35 0.52 0.22
H 0.78 1.34 0.35
H 0.68 0.11 -0.78
H -0.56 0.49 -0.03
H 0.50 -0.07 1.04
C 3.05 -0.37 -4.94
C 3.11 -0.71 -3.48
C 4.48 -1.07 -3.10
O 4.65 -0.44 -1.85
C 3.84 0.53 -1.76
O 3.82 1.42 -0.92
O 2.83 0.41 -2.70
H 2.16 0.21 -5.06
H 3.00 -1.30 -5.38
H 3.89 0.34 -5.23
H 2.25 -1.45 -2.92
H 5.30 -0.60 -3.65
H 4.58 -1.97 -3.43
C -1.10 5.00 2.54
C -2.20 5.40 1.53
C -2.80 4.05 1.05
S -2.56 2.95 2.37
O -1.65 1.91 2.02
O -3.84 2.65 2.98
C -1.81 4.05 3.54
H -0.86 5.96 3.02
H -0.20 4.65 2.07
H -1.83 5.93 0.62
H -2.79 6.23 2.04
H -2.07 3.55 0.25
H -3.80 4.06 0.67
H -1.14 3.65 4.27
H -2.79 4.55 3.92
C -2.58 -3.16 -3.91
C -1.26 -3.95 -3.63
C -0.52 -3.19 -2.58
S -1.69 -2.48 -1.52
O -1.38 -1.08 -1.53
O -1.79 -3.13 -0.33
C -3.14 -2.75 -2.47
H -3.14 -3.81 -4.35
H -2.48 -2.08 -4.28
H -0.71 -4.08 -4.70
H -1.53 -4.79 -3.26
H -0.04 -2.42 -2.99
H 0.35 -3.87 -2.26
H -3.73 -2.04 -2.35
H -3.64 -3.84 -2.03
C 3.41 -5.05 0.69
C 2.48 -4.87 1.90
C 1.44 -3.85 1.47
S 2.46 -2.64 0.76
O 2.91 -1.70 1.80
O 1.79 -1.98 -0.38
C 3.77 -3.57 0.21
H 2.84 -5.67 -0.07
H 4.28 -5.54 0.81
H 2.84 -4.13 2.85
H 2.18 -5.82 2.41
H 0.70 -3.53 2.40
H 0.54 -4.07 0.74
H 4.60 -3.33 0.70
H 3.94 -3.64 -0.91
C -1.99 3.10 -5.39
C -3.17 2.27 -4.96
C -2.75 0.87 -4.44
S -1.16 1.17 -3.73
O -0.11 0.19 -3.91
O -1.35 1.60 -2.42
C -0.79 2.64 -4.55
H -2.25 4.13 -5.34
H -2.03 3.01 -6.42
H -4.06 2.37 -5.67
H -3.53 2.71 -4.13
H -2.76 0.11 -4.99
H -3.52 0.50 -3.58
H 0.20 2.54 -5.04
H -0.57 3.69 -3.99
C -4.37 -1.09 2.96
C -3.49 -0.34 3.96
C -2.25 -1.08 4.23
S -1.95 -2.02 2.79
O -1.82 -3.38 3.16
O -0.77 -1.50 2.07
C -3.42 -1.73 1.86
H -5.19 -0.60 2.51
H -4.82 -1.97 3.58
H -4.14 0.17 4.63
H -3.36 0.39 3.32
H -2.35 -1.90 4.95
H -1.47 -0.54 4.50
H -3.76 -2.60 1.29
H -3.22 -0.94 1.23
C 4.38 2.16 4.01
C 3.41 3.16 4.61
C 2.07 2.50 4.81
S 1.91 1.62 3.30
O 1.37 2.63 2.35
O 1.19 0.39 3.52
C 3.55 1.40 3.06
H 4.70 1.40 4.69
H 5.24 2.52 3.49
H 3.39 3.91 3.79
H 3.76 3.62 5.61
H 1.47 3.12 5.12
H 2.08 1.78 5.69
H 3.89 1.64 2.07
H 3.60 0.47 2.92



No. 4
13
Properties=species:S:1:pos:R:3 method="wB97M-V/def2-TZVPD" charge=+1 gap_ev=9.11 e_homo_ha=-0.4963 spin_multiplicity=1 e_tot_ev=-19273.5163 e_lumo_ha=-0.1615 de_lowest_kj_mol=309.7
C -0.74 -1.05 0.59
C 0.04 1.19 -0.62
C 1.32 0.04 0.81
N -1.11 -0.32 -0.46
O 0.56 1.08 0.58
Cl 2.52 -0.34 -0.48
H -0.40 -2.03 0.44
H -0.89 -0.61 1.58
H 0.58 0.90 -1.55
H -0.70 1.92 -0.86
H 1.67 -0.31 1.79
H -0.91 -0.64 -1.36
H -1.94 0.17 -0.47



No. 5
22
Properties=species:S:1:pos:R:3 method="wB97M-V/def2-TZVPD" charge=+1 gap_ev="6.78 / 7.75" e_homo_ha="-0.4289 / -0.4636" spin_multiplicity=1 e_tot_ev=-28036.9707 e_lumo_ha="-0.1798 / -0.1789" de_lowest_kj_mol=211.7
C 0.51 1.64 0.31
C 1.26 0.80 -0.61
C 0.49 -1.17 0.91
C -1.08 1.69 0.10
C -0.98 -1.10 0.94
C 0.33 -1.31 -1.47
N 1.06 -0.75 -0.40
P -1.86 0.02 -0.18
S -3.79 -0.20 -0.32
H 0.69 1.07 1.27
H 0.92 2.62 0.37
H 0.95 0.95 -1.69
H 2.40 0.86 -0.54
H 1.00 -0.50 1.56
H 0.84 -2.24 1.05
H -1.65 2.20 0.95
H -1.11 2.25 -0.88
H -1.35 -2.13 0.78
H -1.26 -0.60 1.99
H 0.35 -0.76 -2.36
H 0.16 -2.34 -1.45
H 2.11 -1.03 -0.33



No. 6
22
Properties=species:S:1:pos:R:3 method="wB97M-V/def2-TZVPD" gap_ev="5.60 / 7.21" e_homo_ha="-0.1795 / -0.3440" spin_multiplicity=3 e_tot_ev=-19789.9336 e_lumo_ha="0.0264 / -0.0791" de_lowest_kj_mol=0.0
C -2.71 -1.61 0.34
C -2.09 0.61 -0.73
C -1.13 0.07 0.53
C 1.25 -0.38 1.34
C 0.79 1.39 -0.35
C 0.55 -1.12 -0.88
C 0.31 0.02 0.16
N -1.65 -1.21 0.93
S -3.31 -0.64 -0.94
H -3.17 -2.50 0.59
H -2.44 1.53 -0.37
H -1.51 0.66 -1.71
H -1.33 0.69 1.42
H 2.20 0.19 1.24
H 1.42 -1.39 1.61
H 0.84 -0.04 2.30
H 0.26 1.78 -1.12
H 0.99 2.16 0.33
H 1.71 1.19 -0.85
H 0.51 -2.18 -0.55
H 1.61 -1.05 -1.12
H -0.09 -1.18 -1.82